[1]
Computed, not measured: a molecular structure, C48H26BBr2N10O2Sc, with ωB97M-V/def2-TZVPD.

```
90
Properties=species:S:1:pos:R:3
Sc 0.261 0.517 0.305
C -4.489 -3.166 3.818
C -5.409 -2.333 3.179
C -4.987 -1.347 2.299
C -3.628 -1.236 2.053
C -2.910 -0.257 1.230
N -3.366 0.807 0.742
C -2.673 1.824 0.142
C -3.289 2.945 -0.437
C -4.639 3.288 -0.698
C -4.893 4.485 -1.301
C -3.842 5.381 -1.660
C -2.537 5.077 -1.404
C -2.249 3.840 -0.781
C -1.043 3.236 -0.371
N 0.181 3.853 -0.527
C 1.266 3.365 -0.057
N 1.442 2.148 0.602
C 2.738 2.096 1.113
N 3.236 1.220 1.902
C 2.504 0.169 2.412
N 1.234 -0.217 2.076
C 0.941 -1.350 2.814
N -0.292 -1.922 2.949
C -1.350 -1.658 2.327
N -1.510 -0.771 1.126
C -2.712 -2.067 2.689
C -3.127 -3.032 3.592
C 2.043 -1.697 3.612
C 2.279 -2.733 4.548
C 3.499 -2.783 5.158
C 4.517 -1.824 4.876
C 4.303 -0.807 3.993
C 3.045 -0.735 3.351
C 3.466 3.287 0.632
C 4.776 3.689 0.822
C 5.165 4.893 0.251
C 4.261 5.672 -0.474
C 2.944 5.268 -0.645
C 2.569 4.060 -0.086
N -1.303 2.006 0.171
H -4.844 -3.920 4.508
H -6.464 -2.453 3.381
H -5.687 -0.679 1.816
H -5.439 2.614 -0.422
H -5.916 4.771 -1.511
H -4.095 6.321 -2.134
H -1.734 5.756 -1.660
H -2.402 -3.652 4.102
H 1.508 -3.459 4.768
H 3.705 -3.566 5.877
H 5.469 -1.906 5.385
H 5.064 -0.067 3.782
H 5.462 3.083 1.397
H 6.184 5.239 0.372
H 4.594 6.609 -0.902
H 2.229 5.869 -1.192
Br -1.114 -0.406 -6.515
C -0.685 -0.061 -4.719
C -1.389 0.881 -3.997
C -1.051 1.067 -2.668
N -0.079 0.379 -2.053
C 0.599 -0.534 -2.774
C 0.333 -0.774 -4.113
C 1.666 -1.286 -2.053
C 2.364 -2.308 -2.676
C 3.329 -2.983 -1.950
Br 4.253 -4.413 -2.744
C 3.586 -2.615 -0.645
C 2.837 -1.584 -0.103
N 1.888 -0.927 -0.779
H -2.187 1.462 -4.435
H -1.587 1.793 -2.079
H 0.883 -1.507 -4.679
H 2.152 -2.607 -3.689
H 4.333 -3.112 -0.045
H 3.008 -1.283 0.919
O -0.577 -2.686 -0.216
B -1.476 -1.646 -0.051
O -2.308 -1.496 -1.145
C -1.903 -2.470 -2.028
C -2.382 -2.729 -3.291
C -1.754 -3.762 -3.985
C -0.711 -4.492 -3.420
C -0.243 -4.223 -2.135
C -0.865 -3.195 -1.467
H -3.193 -2.155 -3.716
H -2.092 -4.006 -4.983
H -0.257 -5.292 -3.989
H 0.566 -4.781 -1.686
```

The charge is 0. The energy above the lowest of the compared OMol25 structures with the same formula, charge and spin comes out at 0.0 kJ/mol. As for the orbital gap: 4.437 eV. The value obtained for the HOMO energy is -5.83 eV.

Results of the Löwdin charge analysis, in e, for atoms 1 through 6: 1.104 -0.074 -0.073 -0.002 -0.099 -0.213

[2]
Computed, not measured: a molecular structure, C48H28N10ReSTe, with ωB97M-V/def2-TZVPD.

```
89
Properties=species:S:1:pos:R:3
Re -0.624 0.093 0.432
C 1.612 5.043 -1.946
C 1.899 5.278 -0.492
C 1.702 3.746 1.099
C 1.216 2.324 0.893
C 1.498 1.183 1.809
N 0.979 1.199 3.100
C -0.271 1.086 3.280
C -0.991 1.131 4.551
C -0.554 1.284 5.851
C -1.497 1.156 6.863
C -2.833 0.891 6.570
C -3.272 0.756 5.260
C -2.333 0.879 4.252
C -2.420 0.689 2.800
N -3.550 0.452 2.156
C -3.622 0.125 0.893
N -2.570 -0.135 0.033
C -3.068 -0.646 -1.150
N -2.395 -1.147 -2.140
C -1.073 -1.158 -2.253
N -0.160 -0.574 -1.430
C 1.110 -0.673 -2.085
N 2.219 -0.106 -1.856
C 2.504 0.897 -0.864
N 2.330 0.227 1.507
C 2.433 2.982 -1.157
C 1.936 3.808 -2.315
C 0.941 -1.535 -3.263
C 1.860 -2.009 -4.178
C 1.374 -2.796 -5.213
C 0.012 -3.079 -5.331
C -0.908 -2.581 -4.420
C -0.418 -1.807 -3.381
C -4.517 -0.612 -1.086
C -5.485 -0.977 -2.007
C -6.811 -0.832 -1.635
C -7.158 -0.334 -0.377
C -6.192 0.022 0.548
C -4.863 -0.127 0.183
N -1.189 0.783 2.255
H 1.170 5.798 -2.585
H 2.335 6.256 -0.288
H 2.058 3.925 2.112
H 0.490 1.476 6.062
H -1.194 1.257 7.897
H -3.539 0.788 7.384
H -4.309 0.550 5.032
H 1.827 3.369 -3.299
H 2.911 -1.774 -4.075
H 2.061 -3.204 -5.943
H -0.331 -3.694 -6.153
H -1.965 -2.789 -4.516
H -5.198 -1.355 -2.980
H -7.595 -1.108 -2.329
H -8.205 -0.230 -0.124
H -6.453 0.407 1.525
C 5.499 -3.137 -0.242
C 4.600 -3.136 0.813
C 3.795 -2.032 1.054
C 3.872 -0.926 0.213
C 4.823 -0.895 -0.810
C 5.622 -2.002 -1.034
N 2.983 0.169 0.367
N 3.394 1.907 -1.366
C 1.476 1.965 -0.528
C 2.704 4.043 -0.047
C 0.773 4.877 0.555
C -0.519 4.452 -0.054
C -0.817 3.197 -0.384
C 0.059 2.061 -0.049
H 6.095 -4.017 -0.447
H 4.514 -4.006 1.452
H 3.093 -2.037 1.877
H 4.915 -0.002 -1.414
H 6.350 -1.976 -1.835
H 3.764 4.140 0.177
H 0.596 5.672 1.281
H -1.216 5.247 -0.296
H -1.758 2.970 -0.878
Te -0.069 -2.100 1.961
C 0.219 -3.709 0.655
C 0.821 -3.755 -0.566
C 0.842 -5.059 -1.129
C 0.268 -5.985 -0.318
S -0.312 -5.279 1.135
H 1.272 -2.897 -1.037
H 1.269 -5.284 -2.096
H 0.158 -7.045 -0.477
```

As for the expectation value of S²: 0.804. The charge is 0. As for the orbital gap (alpha / beta): 3.815 / 3.313 eV. As for the spin multiplicity: 2. The value obtained for the HOMO energy (alpha / beta) is -6.16 / -6.02 eV.

Results of the Löwdin charge analysis, in e, for atoms 1 through 6: 1.291 -0.053 -0.180 -0.086 -0.218 -0.327

[3]
Computed, not measured: a molecular structure, C48H33BrN3PS2W, with ωB97M-V/def2-TZVPD.

```
89
Properties=species:S:1:pos:R:3
W 0.087 -0.204 -0.196
Br 0.013 -0.472 2.532
C 1.883 -0.155 2.806
C 2.396 -0.376 4.043
C 3.770 -0.118 4.239
C 4.528 0.351 3.207
C 3.967 0.589 1.928
C 4.752 1.115 0.872
C 4.185 1.383 -0.338
C 2.822 1.103 -0.565
C 1.999 0.552 0.406
C 2.595 0.322 1.690
H 1.777 -0.731 4.856
H 4.207 -0.287 5.214
H 5.581 0.558 3.356
H 5.802 1.316 1.049
H 4.779 1.811 -1.136
H 2.420 1.335 -1.542
S -1.272 -5.939 0.091
C -2.072 -7.442 0.135
C -3.421 -7.297 0.250
C -3.813 -5.936 0.275
C -2.759 -5.069 0.180
C -2.800 -3.605 0.150
C -1.615 -2.851 0.177
N -1.596 -1.527 0.121
C -2.768 -0.841 0.044
C -3.996 -1.496 0.042
C -5.197 -0.702 -0.008
C -5.136 0.644 -0.037
C -3.872 1.335 -0.025
C -3.748 2.731 -0.032
C -2.505 3.336 -0.010
C -1.385 2.489 0.005
N -1.476 1.170 0.010
C -2.704 0.584 0.002
C -2.309 4.785 -0.002
C -1.126 5.475 -0.006
C -1.300 6.880 0.006
C -2.615 7.232 0.019
S -3.642 5.875 0.025
C -3.987 -2.894 0.088
H -1.501 -8.356 0.088
H -4.108 -8.129 0.309
H -4.845 -5.622 0.361
H -0.653 -3.343 0.250
H -6.154 -1.210 -0.014
H -6.043 1.235 -0.067
H -4.648 3.337 -0.051
H -0.381 2.889 0.012
H -0.151 5.006 -0.019
H -0.491 7.595 0.003
H -3.038 8.225 0.030
H -4.933 -3.423 0.073
N 0.183 -0.029 -2.050
P 1.045 -0.818 -3.163
C -0.010 -1.874 -4.155
C 0.399 -2.296 -5.418
C -0.382 -3.195 -6.128
C -1.567 -3.671 -5.581
C -1.980 -3.245 -4.325
C -1.204 -2.346 -3.611
C 2.218 -1.924 -2.338
C 3.313 -2.506 -2.968
C 4.150 -3.361 -2.260
C 3.890 -3.656 -0.929
C 2.781 -3.108 -0.295
C 1.968 -2.258 -1.014
C 1.902 0.304 -4.251
C 3.269 0.562 -4.157
C 3.850 1.495 -5.005
C 3.070 2.171 -5.932
C 1.704 1.928 -6.017
C 1.116 0.997 -5.178
H 1.319 -1.918 -5.851
H -0.069 -3.522 -7.111
H -2.174 -4.370 -6.142
H -2.911 -3.611 -3.909
H -1.531 -1.990 -2.641
H 3.518 -2.298 -4.012
H 5.009 -3.799 -2.750
H 4.545 -4.322 -0.382
H 2.560 -3.348 0.738
H 1.055 -1.902 -0.524
H 3.877 0.049 -3.423
H 4.912 1.693 -4.941
H 3.530 2.894 -6.594
H 1.101 2.461 -6.739
H 0.052 0.800 -5.245
```

As for the expectation value of S²: 2.027. The charge is +2. The energy above the lowest of the compared OMol25 structures with the same formula, charge and spin comes out at 22.1 kJ/mol. As for the orbital gap (alpha / beta): 6.188 / 6.535 eV. As for the spin multiplicity: 3. The value obtained for the HOMO energy (alpha / beta) is -12.25 / -12.74 eV.

Results of the Löwdin charge analysis, in e, for atoms 1 through 6: 1.331 0.915 -0.550 -0.100 -0.046 -0.007

[4]
Computed, not measured: a molecular structure, C48H33F3N3O6SSb2Se4Y, with ωB97M-V/def2-TZVPD.

```
101
Properties=species:S:1:pos:R:3
Y 0.561 -0.091 -0.566
O 1.618 4.253 -3.333
C 1.513 4.748 -2.096
C 2.267 5.881 -1.774
C 2.179 6.454 -0.522
C 1.338 5.915 0.445
C 0.615 4.777 0.138
C 0.682 4.177 -1.116
C 0.028 2.863 -1.314
O -0.476 2.229 -0.331
N 0.027 2.391 -2.555
N -0.285 1.043 -2.537
C -0.676 0.482 -3.615
C -1.122 -0.906 -3.704
C -1.406 -1.387 -4.986
C -1.948 -2.638 -5.203
C -2.242 -3.435 -4.100
C -1.968 -2.999 -2.823
C -1.372 -1.747 -2.576
O -1.063 -1.408 -1.352
H 1.097 3.400 -3.335
H 2.935 6.273 -2.530
H 2.788 7.319 -0.289
H 1.274 6.358 1.431
H -0.011 4.299 0.881
H -0.760 1.086 -4.522
H -1.182 -0.746 -5.831
H -2.131 -2.992 -6.208
H -2.673 -4.421 -4.243
H -2.155 -3.635 -1.965
S 0.760 -5.369 -0.848
C 0.803 -5.148 -2.548
C 1.203 -3.896 -2.894
C 1.496 -3.098 -1.751
C 1.295 -3.751 -0.564
C 1.586 -3.265 0.789
C 2.355 -4.056 1.643
C 2.660 -3.593 2.907
C 2.170 -2.358 3.300
C 1.417 -1.634 2.397
N 1.124 -2.053 1.165
H 0.536 -5.957 -3.208
H 1.313 -3.543 -3.908
H 2.746 -4.991 1.269
H 3.291 -4.175 3.565
H 2.380 -1.947 4.278
H 1.029 -0.661 2.670
O 4.966 0.531 -0.821
C 5.131 1.626 -0.074
C 6.343 2.269 0.143
C 6.385 3.395 0.954
C 5.240 3.883 1.564
C 4.029 3.233 1.352
C 3.970 2.120 0.538
C 2.694 1.448 0.174
O 2.278 1.546 -1.004
O 2.083 0.739 1.035
H 5.764 0.187 -1.276
H 7.239 1.887 -0.331
H 7.333 3.897 1.110
H 5.282 4.768 2.186
H 3.118 3.602 1.807
Se 6.774 -1.178 -2.836
Sb 4.869 -2.670 -3.076
Se 3.891 -2.746 -5.258
Se 4.729 -4.497 -1.539
Se 2.326 -1.397 -1.843
F -4.688 4.229 4.959
C -4.156 3.338 4.086
C -4.767 2.105 3.951
C -4.217 1.195 3.063
C -3.078 1.509 2.331
C -2.501 2.763 2.485
C -3.035 3.694 3.368
Sb -2.122 0.117 1.038
C -2.039 -1.459 2.506
C -1.947 -1.198 3.868
C -1.684 -2.206 4.786
C -1.489 -3.488 4.315
F -1.225 -4.476 5.204
C -1.537 -3.793 2.969
C -1.807 -2.768 2.075
C -3.901 -0.515 0.033
C -4.196 -1.839 -0.273
C -5.380 -2.186 -0.905
C -6.265 -1.183 -1.241
F -7.433 -1.514 -1.849
C -6.003 0.146 -0.984
C -4.815 0.466 -0.343
H -5.645 1.874 4.538
H -4.683 0.224 2.943
H -1.624 3.020 1.900
H -2.592 4.672 3.503
H -2.076 -0.188 4.241
H -1.613 -2.006 5.846
H -1.335 -4.800 2.632
H -1.782 -3.000 1.017
H -3.496 -2.627 -0.040
H -5.614 -3.215 -1.144
H -6.713 0.906 -1.283
H -4.609 1.509 -0.130
```

The charge is -2. The energy above the lowest of the compared OMol25 structures with the same formula, charge and spin comes out at 74.9 kJ/mol. As for the orbital gap: 6.151 eV. The value obtained for the HOMO energy is -2.63 eV.

Results of the Löwdin charge analysis, in e, for atoms 1 through 6: 1.118 0.052 -0.274 -0.020 -0.106 -0.119

[5]
Computed, not measured: a molecular structure, C48H38F9FeN8OP, with ωB97M-V/def2-TZVPD.

```
106
Properties=species:S:1:pos:R:3
Fe -0.450 -0.946 -0.687
C -3.489 0.356 2.391
C -2.302 0.265 1.651
N -2.210 -0.371 0.490
C -3.323 -0.989 0.041
C -4.556 -0.938 0.695
C -4.622 -0.237 1.911
C -5.703 -1.574 0.108
C -5.618 -2.205 -1.080
C -4.361 -2.278 -1.771
C -4.212 -2.887 -3.026
C -2.980 -2.908 -3.622
C -1.889 -2.346 -2.948
N -1.998 -1.778 -1.762
C -3.220 -1.716 -1.189
H -3.489 0.920 3.313
H -1.426 0.776 2.001
H -5.564 -0.167 2.442
H -6.646 -1.514 0.636
H -6.489 -2.658 -1.537
H -5.075 -3.321 -3.515
H -2.830 -3.357 -4.593
H -0.899 -2.385 -3.372
N -0.091 0.276 -3.230
C -0.662 0.992 -4.209
C -1.741 1.640 -3.654
C -1.737 1.261 -2.307
N -0.723 0.440 -2.051
H 0.731 -0.306 -3.272
H -0.257 0.993 -5.207
H -2.419 2.320 -4.137
H -2.387 1.582 -1.512
C -1.307 2.779 0.581
C -2.487 3.531 0.487
C -2.551 4.929 0.774
C -3.706 5.660 0.631
C -4.906 5.079 0.203
C -4.887 3.716 -0.063
C -3.734 2.963 0.075
H -0.360 3.246 0.818
H -1.374 1.735 0.325
H -1.647 5.422 1.119
H -3.682 6.721 0.860
H -5.807 5.665 0.087
H -5.798 3.221 -0.388
H -3.782 1.897 -0.140
C 0.068 -5.150 2.999
N 0.185 -3.739 2.621
C 0.801 -2.772 3.522
C -0.345 -3.318 1.485
O -0.345 -2.128 1.128
H 0.673 -5.315 3.886
H 0.428 -5.788 2.194
H -0.965 -5.410 3.233
H 1.325 -3.312 4.305
H 0.047 -2.124 3.974
H 1.510 -2.147 2.980
H -0.814 -4.103 0.882
N 0.802 -2.065 -1.816
C 1.058 -3.208 -1.803
N 1.391 -4.431 -1.872
C 1.227 -5.256 -0.863
N 1.112 -6.004 0.014
F 6.107 -4.749 1.538
C 6.406 -3.451 1.393
F 6.948 -3.035 2.554
F 7.372 -3.362 0.461
C 5.205 -2.623 1.023
C 3.944 -3.184 0.958
C 2.855 -2.380 0.636
C 3.014 -1.028 0.374
C 4.299 -0.481 0.436
C 5.386 -1.269 0.761
P 1.590 0.076 0.003
C 2.197 1.023 -1.427
C 1.684 2.299 -1.654
C 1.953 2.952 -2.847
C 2.727 2.327 -3.814
C 3.239 1.055 -3.599
C 2.969 0.401 -2.406
C 2.944 2.997 -5.145
F 1.970 2.660 -6.021
F 4.108 2.636 -5.707
F 2.936 4.333 -5.048
C 1.704 1.211 1.418
C 0.941 0.900 2.535
C 0.979 1.705 3.662
C 1.771 2.840 3.664
C 2.539 3.166 2.553
C 2.513 2.345 1.439
C 1.746 3.753 4.861
F 0.715 4.611 4.814
F 2.868 4.487 4.956
F 1.627 3.058 6.008
H 3.802 -4.240 1.141
H 1.878 -2.825 0.579
H 4.453 0.570 0.228
H 6.377 -0.835 0.810
H 1.033 2.768 -0.923
H 1.543 3.936 -3.027
H 3.842 0.575 -4.359
H 3.351 -0.599 -2.248
H 0.321 0.015 2.520
H 0.380 1.461 4.529
H 3.155 4.054 2.561
H 3.117 2.608 0.580
```

The charge is 0. The energy above the lowest of the compared OMol25 structures with the same formula, charge and spin comes out at 92.6 kJ/mol. As for the orbital gap: 3.905 eV. The value obtained for the HOMO energy is -4.62 eV.

Results of the Löwdin charge analysis, in e, for atoms 1 through 6: 0.353 -0.010 -0.127 0.072 -0.147 -0.140

| no. | total energy (a.u.) | F_max (eV/A) |
| --- | --- | --- |
| 1 | -8476.7855 | 0.57 |
| 2 | -3137.8226 | 1.38 |
| 3 | -5791.6115 | 1.48 |
| 4 | -13287.3667 | 2.74 |
| 5 | -4869.1291 | 1.17 |